Density functional theory data (ωB97M-V with the def2-TZVPD basis set) for 3 unconnected molecules or ions with the total composition C2I3NO3 in a non-equilibrium geometry.

```
9
Properties=species:S:1:pos:R:3:forces:R:3
C 0.675813 1.327614 0.800697 -1.866 -0.837 0.050
C -1.289271 0.432238 -1.191342 -0.364 -0.312 -1.082
N 0.742559 -1.355764 0.345718 1.581 -2.668 -0.545
O 1.909430 -1.148793 0.324955 0.919 0.142 -0.072
O 0.168997 -2.391236 0.291973 -0.637 -0.235 0.178
O 0.012081 0.356446 0.681949 -0.277 3.456 1.370
I 2.647485 1.822979 0.949544 1.067 0.118 0.038
I -2.510469 -1.252923 -1.107874 -0.290 0.263 -0.046
I -2.356625 2.209438 -1.095620 -0.133 0.073 0.110
```
Forces are in eV/Å.

For the LUMO energy (spin up / spin down), the calculation gives -0.056 / -0.053 Ha. Its total energy is -1249.41809 Ha. The spin multiplicity is 1.

Density functional theory data (ωB97M-V with the def2-TZVPD basis set) for a single C5H7NO molecule.

```
14
Properties=species:S:1:pos:R:3:forces:R:3
N -0.372496 2.846698 1.831323 -0.039 -0.756 -0.624
C -0.544999 2.017778 1.045110 -0.007 0.412 0.165
C -0.798463 0.984575 0.022196 -0.096 -0.203 -0.138
C 0.115105 -0.256317 0.169839 -0.311 0.183 -0.277
O 0.570866 -0.480925 1.470546 0.174 0.203 -0.040
C -0.215148 -1.528814 -0.535264 -0.219 -0.056 0.037
C 0.969188 -0.710723 -0.991828 0.204 0.096 -0.027
H -0.700625 1.440216 -0.968234 0.243 -0.010 0.139
H -1.853586 0.698051 0.070893 0.088 -0.030 0.339
H 1.099353 0.280344 1.746431 0.000 -0.110 0.051
H -0.024384 -2.417708 0.060844 0.010 0.140 -0.194
H -1.082930 -1.591759 -1.187729 0.126 0.113 0.146
H 0.869934 -0.199109 -1.951596 0.015 -0.036 0.365
H 1.968186 -1.082307 -0.782531 -0.188 0.054 0.060
```
Forces are in eV/Å.

For the LUMO energy, the calculation gives 0.028 Ha. Its total energy is -324.66826 Ha. Its structure (SMILES) is N#CCC1(O)CC1. The spin multiplicity is 1.

Density functional theory data (ωB97M-V with the def2-TZVPD basis set) for 3 unconnected molecules or ions with the total composition C17H30ClF3IN3O4S in a non-equilibrium geometry.

```
60
Properties=species:S:1:pos:R:3:forces:R:3
C -0.277062 1.590848 2.632036 0.405 -0.273 -0.769
C 0.013313 0.000832 2.208053 0.290 0.657 0.064
I -1.572194 -1.170434 3.252874 0.839 0.332 -0.564
C -0.183877 -0.283299 0.605579 -0.266 0.126 0.763
C 1.083673 0.153297 -0.339145 -0.613 1.715 -2.370
C 2.052234 1.399520 0.106803 0.677 -0.296 1.501
Cl 3.006917 2.318993 -1.241031 -1.174 -1.103 0.775
C 3.274970 0.586259 0.859206 1.542 2.160 3.274
O 4.006613 1.049633 1.875635 -4.575 -3.868 -7.001
O 3.352735 -0.698996 0.147617 -0.794 2.289 1.525
C 2.203916 -0.958593 -0.782443 1.354 0.189 1.542
N 2.892210 -0.860282 -2.125740 -6.514 0.051 -5.270
C 2.001821 -0.818235 -3.170117 0.297 1.473 2.988
S 0.720756 -0.458908 -4.282642 4.663 -1.447 3.554
C 1.937852 -2.556375 -0.509368 1.116 -2.306 0.526
F 1.729972 -2.852263 0.957530 0.276 0.865 -5.157
F 0.840365 -3.127709 -1.336113 3.639 1.945 3.019
F 3.215149 -3.270387 -0.885208 -4.651 2.112 1.308
H -0.724139 2.085602 1.650843 0.774 -0.748 2.272
H -1.025514 1.677898 3.537553 1.629 -0.175 -2.019
H 0.736127 2.132155 2.903357 -2.038 -1.109 -0.525
H 1.038302 -0.399391 2.633806 -2.169 0.799 -0.963
H -1.119260 0.373454 0.264214 2.088 -1.530 0.695
H -0.461832 -1.424755 0.447290 0.755 2.473 0.181
H 0.526544 0.612844 -1.283701 1.421 -1.468 1.539
H 1.566243 2.332417 0.671150 1.019 -2.704 -0.912
C -4.015047 -5.568730 0.946503 0.082 0.372 -0.074
O -2.679902 -5.152874 1.188236 0.199 -0.491 0.096
C -1.713803 -6.208128 1.153682 0.098 0.160 -0.131
C -1.337789 -6.695948 -0.267002 -0.426 0.288 0.031
C -2.416255 -7.544654 -0.942529 0.128 -0.230 -0.252
N -0.996884 -5.568622 -1.146154 0.032 0.212 0.359
H -4.227908 -6.546940 1.388090 0.046 -0.021 -0.078
H -4.209774 -5.579300 -0.126970 -0.171 -0.219 0.011
H -4.690807 -4.831966 1.387813 0.179 -0.024 0.083
H -0.811351 -5.794127 1.615656 -0.120 0.106 -0.067
H -2.032286 -7.040179 1.793654 -0.162 -0.058 -0.092
H -0.448646 -7.330234 -0.165217 -0.035 0.147 0.092
H -3.228927 -6.946183 -1.361815 0.126 0.006 0.137
H -1.982651 -8.104325 -1.780429 -0.034 0.152 0.168
H -2.840314 -8.269242 -0.245838 -0.047 0.001 0.015
H -0.200114 -5.071498 -0.746358 -0.115 -0.185 -0.192
H -1.761450 -4.889310 -1.083179 0.184 -0.256 -0.095
C 0.888165 5.539519 1.157726 0.037 -0.319 -0.169
O -0.174859 5.266978 0.257901 -0.190 0.418 -0.036
C -0.696317 6.419344 -0.411605 0.016 -0.102 -0.198
C 0.186490 6.952248 -1.566751 0.210 -0.322 0.310
C 1.446860 7.684901 -1.103699 0.132 0.231 -0.239
N 0.572307 5.872512 -2.486154 -0.284 -0.247 0.197
H 0.747283 6.487037 1.686466 0.035 0.000 -0.073
H 1.837400 5.535175 0.619849 0.115 0.194 0.153
H 0.932613 4.732530 1.893266 -0.180 0.031 -0.032
H -1.652675 6.101331 -0.839957 0.121 -0.110 0.044
H -0.931628 7.209193 0.312322 0.180 0.025 0.070
H -0.417608 7.677100 -2.126134 -0.060 -0.148 0.082
H 2.248383 7.005553 -0.802949 -0.182 0.006 -0.013
H 1.849967 8.292183 -1.923476 -0.119 -0.161 0.127
H 1.228375 8.356339 -0.272035 0.015 -0.007 0.041
H -0.274281 5.460933 -2.880748 0.178 0.133 -0.053
H 0.967599 5.115263 -1.920199 0.020 0.260 -0.203
```
Forces are in eV/Å.

For the LUMO energy, the calculation gives -0.057 Ha. Its total energy is -2586.35626 Ha. Its structure (SMILES) is C[C@@H](I)C[C@H]1[C@H](Cl)C(=O)O[C@@]1(N=C=S)C(F)(F)F.COC[C@@H](C)N.COC[C@@H](C)N. The spin multiplicity is 1.

Density functional theory data (ωB97M-V with the def2-TZVPD basis set) for a single C7H7BrClF molecule in a non-equilibrium geometry.

```
17
Properties=species:S:1:pos:R:3:forces:R:3
C 0.874462 -2.110625 -0.050205 -1.354 0.436 0.796
C 0.269597 -0.732668 0.356629 1.452 1.495 -1.428
C 1.347692 0.392834 0.141148 -4.071 0.813 0.292
C 0.894060 1.679670 0.143794 3.625 -1.353 -0.774
C -0.458921 2.117235 0.210232 -1.008 2.804 -0.069
C -1.518031 1.365970 0.011048 2.986 -5.380 -0.388
Cl -3.116277 1.621832 0.145740 -1.818 0.721 -0.058
C -0.997263 -0.393095 -0.395261 -1.786 3.601 0.246
F -0.979728 -0.351266 -1.764518 0.540 -0.478 0.530
Br -2.409155 -1.587408 0.164719 -0.163 -0.107 -0.126
H 0.873101 -2.221357 -1.160826 0.362 0.360 0.814
H 0.042574 -2.800037 0.293000 1.839 -0.114 -0.025
H 1.923638 -2.145180 0.397896 -1.649 -0.696 -0.541
H -0.144453 -0.559614 1.367030 0.737 -0.892 0.131
H 2.331540 0.104061 -0.103001 1.041 -0.081 0.057
H 1.730389 2.398324 -0.025057 -1.146 -0.079 0.226
H -0.663223 3.221322 0.267640 0.411 -1.049 0.318
```
Forces are in eV/Å.

For the LUMO energy, the calculation gives 0.013 Ha. Its total energy is -3404.90983 Ha. Its structure (SMILES) is C[C@H]1C=CC=C(Cl)[C@]1(F)Br. The spin multiplicity is 1.

Density functional theory data (ωB97M-V with the def2-TZVPD basis set) for 2 unconnected molecules or ions with the total composition C17H18N6O2 in a non-equilibrium geometry.

```
43
Properties=species:S:1:pos:R:3:forces:R:3
O -2.413869 -0.000916 4.467427 -0.129 2.043 1.695
N -2.517215 0.987436 5.246787 -2.748 -1.891 -1.071
O -3.612777 1.346390 5.731760 2.416 -0.425 -0.807
C -1.329100 1.696782 5.578581 1.822 0.459 -0.106
C -1.374940 2.812545 6.475629 0.277 0.220 0.017
C -0.217269 3.430335 6.878472 -0.183 -0.271 -0.150
C 1.016119 2.907974 6.417177 1.229 -0.489 -0.746
N 2.303305 3.236870 6.640507 -0.715 -0.904 -0.673
N 3.052896 2.357522 5.906403 -2.234 -0.287 -0.124
N 2.299622 1.512987 5.242598 0.327 0.729 0.524
N 1.001339 1.831029 5.537220 0.312 0.823 0.156
C -0.134228 1.237689 5.043853 -0.134 -0.230 1.909
H -2.354133 3.134059 6.814861 0.196 0.022 -0.019
H -0.147087 4.292596 7.534655 -0.386 -0.203 -0.062
H -0.010616 0.304676 4.512294 -0.042 0.435 -0.164
C -0.184772 0.691386 2.200166 0.621 -1.501 -0.977
C 0.836849 -0.156220 1.812946 -1.052 1.581 0.114
N 0.876526 -1.469163 2.064734 0.085 -0.740 0.286
C 2.002497 -2.311220 1.684468 0.207 0.163 -0.187
C 1.651035 -3.718613 2.187509 0.224 0.025 -0.179
C 0.284379 -3.621514 2.883479 -0.159 0.192 0.249
C -0.219828 -2.177788 2.696620 -0.195 -0.253 -0.101
C -0.232789 2.083277 1.797004 0.104 0.879 -0.396
C -1.471422 2.735226 1.581997 0.570 -0.197 0.254
C -1.508595 4.078776 1.224330 0.332 0.182 0.009
C -0.317901 4.806118 1.078406 0.015 -0.214 0.086
C 0.915511 4.164629 1.262032 -0.224 -0.095 -0.131
C 0.960803 2.811251 1.588393 -0.535 0.073 0.211
H -1.086096 0.266432 2.650000 0.317 0.122 -0.226
H 1.675016 0.225988 1.214569 -0.296 -0.140 0.384
H 2.148116 -2.299874 0.592094 -0.075 0.005 0.233
H 2.934921 -1.932871 2.133696 -0.267 -0.093 -0.065
H 1.615610 -4.410297 1.342283 0.027 0.015 0.178
H 2.425514 -4.064764 2.875646 -0.144 -0.078 -0.109
H -0.433561 -4.324221 2.455726 0.114 0.015 0.152
H 0.379058 -3.833090 3.951336 -0.040 -0.109 -0.155
H -0.514554 -1.716936 3.652238 0.154 -0.065 -0.223
H -1.123701 -2.166763 2.061506 0.253 0.189 0.082
H -2.389881 2.155205 1.698510 0.204 0.218 -0.023
H -2.468000 4.571731 1.061332 0.249 -0.127 0.044
H -0.347075 5.868492 0.828395 -0.015 -0.341 0.060
H 1.848587 4.719971 1.150947 -0.289 -0.114 -0.007
H 1.909275 2.287504 1.726560 -0.192 0.381 0.055
```
Forces are in eV/Å.

For the LUMO energy, the calculation gives -0.055 Ha. Its total energy is -1137.44483 Ha. Its structure (SMILES) is O=[N+]([O-])c1ccc2nnnn2c1.C(=C\N1CCCC1)/c1ccccc1. The spin multiplicity is 1.

Density functional theory data (ωB97M-V with the def2-TZVPD basis set) for a single C17H36NO9PS molecule.

```
65
Properties=species:S:1:pos:R:3:forces:R:3
C -2.077104 -2.547993 4.111043 -0.005 -0.078 0.003
C -0.945748 -2.710637 3.119517 0.004 -0.067 -0.274
O 0.040257 -1.732538 3.382612 -0.001 0.101 0.354
C 1.347847 -2.053703 2.956897 -0.014 -0.018 -0.141
C 1.625751 -1.582396 1.537259 -0.080 0.030 -0.087
O 2.271262 -0.331470 1.594870 0.192 -0.176 0.045
C 2.715838 0.192266 0.369994 -0.137 0.062 0.002
C 1.664192 0.782680 -0.602180 0.036 0.100 -0.174
C 0.716263 -0.232061 -1.264177 -0.022 -0.089 -0.104
C 1.349452 -1.487423 -1.865147 -0.047 -0.076 0.100
O 0.739245 -1.776104 -3.127573 0.205 0.097 -0.258
C 2.487930 1.490867 -1.706094 0.128 0.072 0.089
C 1.789398 2.617768 -2.463328 -0.112 -0.010 -0.090
P 2.244494 2.875861 -4.282777 -0.108 -0.082 0.126
C 0.867324 1.883607 -5.041724 0.018 0.049 0.051
O 3.529044 1.863078 -4.525231 -0.048 0.025 0.015
O 2.113447 3.884385 -1.811462 0.184 -0.048 -0.209
S 1.325563 4.331279 -0.484610 -0.367 0.079 0.003
O -0.088244 4.425460 -0.821976 0.216 -0.107 0.045
O 1.513329 2.992851 0.407589 0.060 -0.081 0.160
C 0.747202 1.804653 0.074339 -0.339 -0.147 0.287
O 0.210309 1.256407 1.226264 0.288 0.178 -0.028
C -0.730648 2.051957 1.928279 -0.098 0.102 -0.144
C -2.090936 2.183623 1.213504 0.027 -0.045 -0.034
N -2.378942 1.027572 0.374049 0.029 -0.164 0.206
C -2.712916 -0.153991 1.161012 -0.104 0.165 0.070
C -2.569321 -1.485641 0.413365 0.116 0.062 -0.225
C -3.592650 -2.505333 0.905681 -0.064 -0.048 0.067
O -2.721395 -1.229756 -0.979733 -0.061 -0.242 -0.066
H -1.684968 -2.515938 5.128003 -0.010 -0.022 -0.028
H -2.767204 -3.390541 4.027326 -0.009 0.056 0.015
H -2.635226 -1.628787 3.925862 0.044 0.013 0.044
H -1.325233 -2.599351 2.091053 0.219 -0.220 0.517
H -0.505285 -3.715148 3.185900 -0.010 0.039 0.135
H 1.508675 -3.136809 3.039789 0.005 0.061 0.000
H 2.037015 -1.543487 3.632750 -0.005 -0.036 -0.050
H 0.657737 -1.493382 1.029137 0.081 -0.074 -0.018
H 2.248865 -2.299897 0.980901 0.017 0.012 0.080
H 3.299243 -0.565814 -0.179557 -0.012 0.042 0.039
H 3.405665 0.993097 0.645360 -0.073 -0.002 -0.030
H -0.062665 -0.491404 -0.553354 -0.149 -0.033 -0.061
H 0.199032 0.275300 -2.086349 0.006 0.005 0.043
H 1.181770 -2.345530 -1.206186 0.111 0.035 0.000
H 2.432878 -1.380174 -1.984275 -0.054 0.042 -0.019
H 1.421111 -2.032479 -3.760808 -0.211 -0.042 0.234
H 2.868557 0.732160 -2.393369 -0.075 -0.015 -0.039
H 3.371876 1.956808 -1.263290 0.039 -0.108 -0.064
H 0.701816 2.512533 -2.449887 0.002 0.032 -0.033
H 0.038446 1.724035 -4.351751 -0.006 0.032 -0.010
H 0.481530 2.415803 -5.913395 0.066 -0.067 0.040
H 1.215423 0.902099 -5.374050 0.026 0.029 0.031
H 3.303607 0.924627 -4.514315 0.019 0.051 0.040
H -0.063039 2.100124 -0.598453 0.053 0.061 0.003
H -0.303609 3.043404 2.104773 -0.126 0.020 0.046
H -0.837598 1.567280 2.898749 0.026 -0.084 -0.073
H -2.095117 3.068176 0.577710 0.057 0.016 -0.063
H -2.858379 2.337133 1.991613 0.076 0.090 -0.007
H -3.149597 1.245800 -0.243962 0.138 -0.055 -0.112
H -3.738539 -0.094123 1.565376 0.058 0.055 -0.008
H -2.035949 -0.170226 2.020737 -0.076 -0.147 -0.021
H -1.563183 -1.893790 0.593348 -0.114 0.329 -0.331
H -4.527767 -2.358829 0.359195 0.039 0.026 0.089
H -3.796697 -2.387939 1.973329 0.031 0.006 -0.093
H -3.253644 -3.533201 0.753413 -0.030 0.028 -0.101
H -2.559790 -2.056800 -1.451588 -0.050 0.178 0.015
```
Forces are in eV/Å.

For the LUMO energy, the calculation gives 0.008 Ha. Its total energy is -2140.73387 Ha. The spin multiplicity is 1.